# 1
The following is a quantum chemistry calculation of one molecule with the formula C5H12FN2O3PS2 at a distorted geometry, from the Open Molecules 2025 dataset.

Values from the calculation:
- E_HOMO (alpha / beta): -0.20294 / -0.33025 Ha
- 2S+1: 3

Each line ends with the natural charge from an NBO analysis.
Positions of all 26 atoms, in Å:
C -3.14 0.86 0.75  0.960
C 3.13 -1.32 -0.30  -0.623
C 0.81 -2.44 -0.50  -0.616
C -3.18 2.21 -1.36  -0.416
C 1.88 -1.85 0.42  -0.044
N -2.47 1.31 -0.36  -0.658
N 1.17 -0.80 1.16  -1.099
O -4.10 1.30 1.27  -0.548
O 2.28 1.57 0.61  -0.979
O 0.17 1.35 1.80  -0.999
F -2.39 -0.16 1.30  -0.350
P 1.04 0.63 0.67  2.080
S 0.29 1.30 -1.20  -0.443
S -1.46 0.19 -1.14  0.583
H 3.77 -0.86 0.39  0.211
H 3.58 -1.94 -1.00  0.215
H 2.82 -0.59 -0.94  0.203
H 1.21 -3.09 -1.27  0.208
H 0.37 -1.54 -0.93  0.185
H -0.14 -2.76 0.00  0.224
H -3.15 1.74 -2.33  0.217
H -4.18 2.21 -1.01  0.233
H -2.75 3.18 -1.16  0.234
H 2.05 -2.61 1.24  0.194
H 2.65 1.46 1.56  0.506
H -0.25 0.67 2.34  0.523



# 2
The following is a quantum chemistry calculation of one molecule with the formula C7H9N3OS at a distorted geometry, from the Open Molecules 2025 dataset.

Values from the calculation:
- Energy relative to the best compared isomer or geometry (same formula, charge and spin): 279.6 kJ/mol
- E_HOMO (alpha / beta): -0.28481 / -0.28468 Ha
- 2S+1: 1

Each line ends with the natural charge from an NBO analysis.
Positions of all 21 atoms, in Å:
C -2.04 -0.62 -1.95  0.196
C -0.18 -0.26 -1.00  0.206
C -1.06 0.69 -0.60  -0.144
C 0.88 0.27 2.22  0.510
C 0.81 1.20 1.11  -0.305
C -0.40 -0.44 2.40  -0.724
C 2.10 -0.47 -1.49  -0.442
N -0.80 -1.00 -1.92  -0.470
N -2.28 0.52 -1.25  -0.533
N 1.03 -0.37 -0.52  -0.353
O 1.80 0.30 2.97  -0.499
S -0.57 2.05 0.35  0.373
H -2.73 -1.09 -2.64  0.202
H 1.70 1.91 1.15  0.237
H -0.36 -1.11 3.24  0.230
H -0.61 -1.02 1.56  0.240
H -1.22 0.21 2.55  0.234
H 3.01 -0.78 -0.98  0.204
H 1.72 -1.24 -2.17  0.227
H 2.34 0.38 -2.11  0.192
H -3.12 0.87 -0.95  0.418



# 3
The following is a quantum chemistry calculation of a 2-piece molecular cluster, C2H7N2O overall at a distorted geometry, from the Open Molecules 2025 dataset.

Values from the calculation:
- Charge: +1
- Energy relative to the best compared isomer or geometry (same formula, charge and spin): 625.5 kJ/mol
- E_HOMO (alpha / beta): -0.57803 / -0.58351 Ha
- 2S+1: 1

Each line ends with the natural charge from an NBO analysis.
Positions of all 12 atoms, in Å:
C -0.51 0.96 -0.03  0.344
C 0.40 -1.32 0.06  -0.497
N 0.31 0.03 -0.10  -0.097
N -1.80 0.89 0.22  -0.695
O 2.22 1.09 0.06  -0.456
H -0.01 2.00 -0.29  0.285
H 1.27 -1.87 -0.19  0.297
H 0.00 -1.82 0.91  0.251
H -0.20 -1.84 -0.82  0.269
H -2.42 1.45 -0.29  0.433
H -2.17 0.00 0.33  0.403
H 2.90 0.44 0.13  0.463